Molecular formula: C5H11Br2NO
Method: DFT, ωB97M-V/def2-TZVPD

```
! RIJCOSX wB97M-V def2-TZVPD def2/J DEFGRID3
* xyz 0 1
C 0.113 0.916 -2.350
N 0.781 -0.400 -2.525
C 1.458 -0.649 -3.792
C 0.763 -1.337 -1.559
O 1.323 -2.415 -1.566
H -0.233 1.175 -1.354
H -0.833 0.558 -2.788
H 0.433 1.708 -3.016
H 2.035 -1.565 -3.829
H 0.677 -0.684 -4.562
H 2.025 0.221 -4.129
H 0.204 -0.980 -0.675
Br -0.927 0.043 1.683
C -1.210 -0.202 3.618
C -0.859 1.072 4.436
Br -1.653 1.008 6.199
H -0.749 -1.074 4.075
H -2.283 -0.367 3.696
H -1.287 1.904 3.887
H 0.220 1.068 4.551
*
```

## Properties
HOMO-LUMO gap ... 9.610 eV
Maximum force ... 3.9 eV Å⁻¹
Total energy ... -148985.13368 eV
LUMO energy ... 0.527 eV
E_HOMO ... -9.08 eV
Energy above the lowest of the compared OMol25 structures with the same formula, charge and spin ... 29.0 kcal per mole
Structure (SMILES) ... CN(C)C=O.BrCCBr

Atom charges from the Mulliken analysis, given in e for atoms 1 to 6: -0.8589 0.0796 -0.8858 0.6393 -0.6076 0.1716